{
  "formula": "C53H52BCoN5O2S2",
  "method": "wB97M-V/def2-TZVPD",
  "relative_energy_ev": 0.000,
  "lumo_energy_ev": [3.9, 3.9],
  "e_homo_ev": [-2.428, -2.392],
  "total_charge": -2,
  "total_energy_ha": -4679.157989,
  "spin_multiplicity": 4,
  "gap_ev": [6.314, 6.278],
  "s2": 3.76,
  "species": ["Co", "C", "C", "C", "C", "C", "C", "C", "C", "N", "C", "C", "C", "C", "N", "C", "C", "C", "C", "C", "C", "C", "C", "H", "H", "H", "H", "H", "H", "H", "H", "H", "H", "H", "H", "H", "H", "H", "H", "H", "H", "H", "H", "H", "H", "H", "H", "S", "C", "N", "C", "C", "C", "C", "C", "C", "S", "H", "H", "H", "H", "C", "C", "C", "C", "C", "C", "C", "C", "C", "C", "H", "H", "H", "H", "H", "H", "H", "C", "C", "C", "C", "C", "C", "N", "C", "C", "C", "C", "C", "C", "C", "O", "O", "C", "C", "H", "H", "H", "H", "H", "H", "H", "H", "H", "H", "H", "H", "H", "H", "B", "C", "N", "H", "H", "H"],
  "xyz": [[-12.77, 12.75, 7.48], [-13.26, 16.83, 9.52], [-13.67, 18.24, 9.43], [-12.84, 19.24, 8.95], [-13.18, 20.62, 9.10], [-14.27, 20.99, 9.79], [-15.23, 20.04, 10.21], [-16.51, 20.46, 10.90], [-14.89, 18.68, 10.04], [-15.74, 17.77, 10.57], [-16.45, 17.02, 9.85], [-16.38, 16.82, 8.39], [-17.35, 16.13, 10.62], [-18.67, 15.75, 10.00], [-16.87, 15.71, 11.73], [-17.60, 14.82, 12.50], [-18.39, 15.45, 13.46], [-18.58, 16.95, 13.52], [-19.14, 14.63, 14.30], [-19.00, 13.23, 14.23], [-18.14, 12.60, 13.34], [-17.44, 13.43, 12.41], [-16.48, 12.77, 11.41], [-12.75, 16.61, 10.48], [-12.66, 16.59, 8.65], [-14.04, 16.08, 9.60], [-11.89, 18.97, 8.54], [-12.47, 21.42, 8.72], [-14.48, 22.12, 9.84], [-16.24, 20.85, 11.91], [-17.21, 19.60, 10.97], [-16.98, 21.25, 10.32], [-15.78, 15.86, 8.20], [-15.85, 17.63, 7.86], [-17.25, 16.71, 7.77], [-18.67, 16.10, 8.98], [-19.52, 16.02, 10.65], [-18.76, 14.66, 9.88], [-17.68, 17.50, 13.72], [-19.20, 17.00, 14.41], [-19.09, 17.17, 12.60], [-19.93, 15.01, 14.89], [-19.47, 12.76, 15.09], [-18.02, 11.53, 13.28], [-16.97, 11.85, 11.14], [-15.50, 12.57, 11.94], [-16.38, 13.41, 10.56], [-9.53, 12.04, 7.47], [-10.25, 12.74, 8.82], [-11.52, 13.09, 9.00], [-11.79, 13.46, 10.29], [-13.09, 13.65, 10.79], [-13.12, 14.14, 12.15], [-11.97, 14.36, 12.90], [-10.70, 14.00, 12.44], [-10.64, 13.58, 11.10], [-9.26, 13.04, 10.22], [-13.99, 13.49, 10.18], [-14.09, 14.35, 12.62], [-12.08, 14.92, 13.80], [-9.83, 14.06, 13.14], [-13.51, 11.93, 2.02], [-13.72, 11.27, 3.20], [-13.40, 11.89, 4.37], [-12.77, 13.15, 4.41], [-12.38, 13.64, 5.71], [-11.87, 14.95, 5.66], [-11.74, 15.71, 4.48], [-12.04, 15.14, 3.24], [-12.54, 13.81, 3.20], [-12.94, 13.17, 1.97], [-13.82, 11.63, 0.99], [-14.19, 10.28, 3.28], [-13.70, 11.36, 5.23], [-11.66, 15.47, 6.67], [-11.52, 16.75, 4.54], [-11.91, 15.76, 2.38], [-13.01, 13.80, 1.07], [-20.17, 7.68, 10.32], [-18.77, 7.97, 10.83], [-18.59, 7.71, 12.20], [-17.34, 7.80, 12.82], [-16.25, 8.19, 12.02], [-16.39, 8.43, 10.69], [-15.20, 8.70, 10.02], [-14.74, 8.07, 8.91], [-15.04, 6.70, 8.68], [-14.56, 6.11, 7.52], [-13.80, 6.84, 6.59], [-13.54, 8.13, 6.84], [-13.86, 8.73, 8.00], [-13.61, 10.20, 8.18], [-14.02, 10.74, 9.19], [-12.95, 10.85, 7.24], [-17.69, 8.43, 10.11], [-17.77, 8.84, 8.65], [-20.72, 6.86, 10.76], [-20.17, 7.51, 9.26], [-20.73, 8.63, 10.56], [-19.48, 7.32, 12.74], [-17.24, 7.59, 13.89], [-15.27, 8.15, 12.55], [-14.86, 9.73, 10.00], [-15.63, 6.11, 9.34], [-14.83, 5.07, 7.29], [-13.51, 6.37, 5.66], [-13.03, 8.69, 5.99], [-17.41, 8.11, 7.92], [-17.27, 9.75, 8.35], [-18.77, 9.10, 8.29], [-17.45, 13.31, 7.43], [-15.91, 13.49, 7.56], [-14.78, 13.42, 7.87], [-17.92, 14.41, 7.24], [-17.93, 13.02, 8.46], [-17.63, 12.61, 6.51]],
  "mulliken_spin": [2.761, 0.003, 0.002, 0.001, 0.000, 0.000, 0.000, 0.000, 0.000, 0.000, 0.000, 0.003, 0.000, 0.000, 0.000, 0.000, 0.000, 0.000, 0.000, 0.000, 0.000, 0.000, 0.000, 0.000, -0.003, 0.002, 0.000, 0.000, 0.000, 0.000, 0.000, 0.000, 0.000, 0.000, 0.000, 0.000, 0.000, 0.000, 0.000, 0.000, 0.000, 0.000, 0.000, 0.000, -0.001, 0.000, 0.001, 0.020, 0.031, 0.007, -0.015, -0.001, -0.001, 0.001, -0.002, 0.011, 0.003, 0.031, 0.000, 0.000, 0.000, 0.000, 0.002, 0.021, -0.087, 0.186, -0.119, 0.003, 0.000, 0.001, 0.001, 0.000, 0.000, -0.004, 0.013, -0.001, 0.000, 0.000, 0.000, 0.000, 0.000, 0.000, 0.000, 0.002, 0.002, -0.004, 0.000, 0.000, 0.000, 0.008, 0.014, 0.015, -0.009, 0.072, -0.001, 0.000, 0.000, 0.000, 0.000, 0.000, 0.000, 0.000, 0.004, 0.000, 0.000, 0.000, 0.004, 0.000, 0.000, 0.000, 0.006, 0.025, -0.008, 0.000, 0.000, 0.001]
}